{"formula": "C23H39N6O7P2RuS", "method": "the ωB97M-V functional and the def2-TZVPD basis", "s_squared": 6.019, "total_charge": 3, "e_lumo_ev": [-8.9, -10.3], "homo_ev": [-17.418, -17.285], "relative_energy_kj_mol": 0.0, "orbital_gap_ev": [8.5, 7.0], "spin_multiplicity": 5, "e_tot_ha": -2930.0187, "elements": ["Ru", "O", "C", "C", "C", "C", "C", "C", "C", "C", "N", "H", "H", "H", "H", "H", "H", "H", "H", "H", "H", "H", "C", "N", "C", "P", "O", "O", "P", "O", "N", "C", "C", "N", "C", "C", "N", "C", "C", "H", "H", "H", "H", "H", "H", "H", "H", "H", "H", "H", "H", "H", "H", "H", "H", "H", "H", "H", "H", "H", "H", "H", "H", "O", "S", "O", "N", "C", "O", "C", "C", "C", "C", "C", "C", "H", "H", "H", "H"], "positions_angstrom": [[-0.154, 0.376, 0.615], [-2.084, 0.518, -0.024], [-3.058, -0.578, -0.182], [-2.765, -1.325, -1.462], [-1.281, -1.689, -1.628], [-0.709, -2.418, -0.445], [-0.725, -3.803, -0.377], [-0.198, -4.453, 0.725], [0.362, -3.701, 1.750], [0.369, -2.330, 1.633], [-0.175, -1.702, 0.569], [-2.491, 1.394, -0.011], [-4.049, -0.129, -0.189], [-2.954, -1.200, 0.705], [-3.078, -0.733, -2.323], [-3.380, -2.228, -1.458], [-0.691, -0.794, -1.834], [-1.176, -2.322, -2.509], [-1.145, -4.362, -1.202], [-0.211, -5.534, 0.779], [0.802, -4.167, 2.620], [0.824, -1.700, 2.386], [4.490, 3.049, 1.055], [3.247, 2.313, 1.327], [2.281, 3.040, 2.156], [3.167, 0.726, 1.053], [1.759, 0.196, 1.220], [1.314, 0.498, 4.181], [-0.138, 0.566, 4.006], [-0.765, 0.790, 2.631], [-0.765, 1.857, 4.982], [-2.074, 2.437, 4.773], [-0.118, 2.158, 6.245], [-0.954, -0.667, 4.748], [-2.361, -0.959, 4.496], [-0.400, -1.290, 5.953], [4.312, -0.116, 1.783], [4.928, 0.331, 3.042], [4.655, -1.487, 1.377], [4.258, 3.949, 0.484], [5.187, 2.436, 0.486], [4.972, 3.342, 1.989], [2.013, 3.971, 1.656], [2.717, 3.271, 3.130], [1.389, 2.440, 2.312], [-2.464, 2.161, 3.799], [-1.993, 3.525, 4.846], [-2.757, 2.111, 5.565], [0.874, 1.720, 6.273], [-0.730, 1.784, 7.073], [-0.054, 3.243, 6.356], [-2.684, -0.499, 3.566], [-2.987, -0.599, 5.318], [-2.496, -2.040, 4.429], [0.658, -1.060, 6.039], [-0.527, -2.371, 5.884], [-0.932, -0.946, 6.844], [4.507, 1.281, 3.361], [6.005, 0.432, 2.908], [4.726, -0.403, 3.821], [4.127, -1.769, 0.470], [4.390, -2.183, 2.173], [5.726, -1.553, 1.187], [3.608, 0.512, -0.532], [2.791, 0.933, -1.842], [3.175, 0.060, -2.876], [1.288, 0.961, -1.355], [0.988, 2.229, -0.972], [0.068, 2.375, -0.137], [1.894, 3.265, -1.509], [1.779, 4.639, -1.531], [2.811, 5.361, -2.135], [3.921, 4.728, -2.684], [4.056, 3.338, -2.647], [3.023, 2.650, -2.055], [0.909, 5.138, -1.124], [2.739, 6.439, -2.190], [4.693, 5.321, -3.155], [4.915, 2.839, -3.075]]}